Entry 1:
C39H35ClN2Si2Tc as an isolated structure in a non-equilibrium geometry. Source: the OMol25 dataset; level of theory: wB97M-V/def2-TZVPD.

Positions of all 80 atoms, in Å:
1 C -1.707 -0.455 4.765
2 C -2.385 0.084 3.622
3 C -2.332 -0.900 2.578
4 H -2.919 1.024 3.572
5 C -1.562 -2.014 3.056
6 C -1.213 -1.753 4.414
7 H -0.740 -2.454 5.094
8 H -1.658 -0.009 5.757
9 H -2.826 -0.823 1.615
10 H -1.352 -2.927 2.511
11 Tc -0.358 -0.251 3.126
12 Si 0.001 -0.126 0.630
13 C -0.795 1.419 -0.108
14 C -0.108 2.205 -1.047
15 H 0.903 1.909 -1.345
16 C -0.701 3.325 -1.614
17 H -0.179 3.878 -2.396
18 C -1.978 3.742 -1.227
19 H -2.455 4.597 -1.712
20 C -2.634 3.006 -0.230
21 H -3.620 3.326 0.104
22 C -2.061 1.861 0.326
23 H -2.598 1.304 1.106
24 C -0.601 -1.694 -0.199
25 C -1.699 -1.661 -1.069
26 H -2.127 -0.698 -1.355
27 C -2.244 -2.866 -1.532
28 H -3.118 -2.834 -2.176
29 C -1.686 -4.093 -1.173
30 H -2.112 -5.029 -1.553
31 C -0.554 -4.115 -0.353
32 H -0.103 -5.069 -0.088
33 C 0.001 -2.923 0.125
34 H 0.896 -2.927 0.753
35 H 1.446 -0.121 0.359
36 Si 2.063 0.252 -4.150
37 C 1.518 -1.378 -4.812
38 C 0.633 -1.418 -5.898
39 H 0.345 -0.487 -6.401
40 C 0.080 -2.638 -6.308
41 H -0.620 -2.655 -7.148
42 C 0.408 -3.818 -5.628
43 H -0.057 -4.764 -5.917
44 C 1.324 -3.786 -4.567
45 H 1.606 -4.709 -4.048
46 C 1.874 -2.567 -4.158
47 H 2.564 -2.545 -3.304
48 C 0.954 1.569 -4.836
49 C -0.391 1.703 -4.459
50 H -0.825 1.025 -3.720
51 C -1.182 2.735 -5.001
52 H -2.221 2.845 -4.677
53 C -0.639 3.622 -5.935
54 H -1.250 4.437 -6.333
55 C 0.690 3.465 -6.355
56 H 1.102 4.131 -7.119
57 C 1.485 2.455 -5.792
58 H 2.535 2.347 -6.093
59 H 3.509 0.525 -4.405
60 Cl 2.142 -0.035 -2.115
61 C -0.363 3.630 5.101
62 C 0.659 3.544 6.048
63 C 1.418 2.376 6.091
64 C 1.152 1.346 5.182
65 N 0.140 1.439 4.267
66 C -0.608 2.586 4.229
67 C 1.846 0.058 5.156
68 C 2.908 -0.308 5.997
69 C 3.459 -1.579 5.884
70 C 2.905 -2.470 4.957
71 C 1.839 -2.076 4.165
72 N 1.312 -0.817 4.252
73 H -1.000 4.515 5.009
74 H 0.852 4.372 6.728
75 H 2.212 2.214 6.820
76 H -1.399 2.636 3.476
77 H 3.250 0.425 6.721
78 H 4.299 -1.890 6.502
79 H 3.278 -3.489 4.825
80 H 1.375 -2.756 3.435

Summary:
E, hartree: -2736.12065
HOMO-LUMO gap (spin up / spin down), eV: 5.83 / 4.33
2S+1: 4
Relative energy (zero: lowest compared OMol25 entry of this formula, charge and spin), kcal/mol: 0.0
Net charge: +2

---

Entry 2:
C39H35F12KN8O2S as an isolated structure. Source: the OMol25 dataset; level of theory: wB97M-V/def2-TZVPD.

Positions of all 98 atoms, in Å:
1 K -0.486 -0.733 -0.179
2 C -5.980 4.678 -0.282
3 C -4.772 3.827 0.021
4 C -3.977 4.028 1.146
5 C -2.907 3.205 1.392
6 C -2.505 2.120 0.555
7 N -1.479 1.333 0.972
8 C -0.403 1.888 1.592
9 C 0.050 3.173 1.166
10 C 1.176 3.797 1.641
11 C 1.949 3.185 2.625
12 C 3.216 3.807 3.154
13 C 1.524 1.940 3.071
14 C 0.411 1.241 2.591
15 C 0.146 -0.221 3.085
16 O 0.184 -1.159 2.138
17 C 1.224 -0.660 4.159
18 F 2.483 -0.601 3.631
19 F 1.084 -1.948 4.535
20 F 1.261 0.058 5.317
21 C -1.232 -0.239 3.868
22 F -2.281 -0.250 3.051
23 F -1.376 0.832 4.698
24 F -1.377 -1.333 4.668
25 C -3.339 1.908 -0.598
26 C -4.428 2.763 -0.797
27 C -3.127 0.740 -1.621
28 O -1.878 0.351 -1.874
29 C -3.736 1.114 -3.035
30 F -5.089 1.250 -3.157
31 F -3.430 0.163 -3.959
32 F -3.187 2.259 -3.493
33 C -3.947 -0.467 -1.044
34 F -5.278 -0.247 -0.907
35 F -3.468 -0.792 0.166
36 F -3.847 -1.603 -1.803
37 H -5.962 5.604 0.298
38 H -6.915 4.159 -0.043
39 H -6.020 4.950 -1.341
40 H -4.211 4.828 1.845
41 H -2.325 3.360 2.293
42 H -0.526 3.655 0.385
43 H 1.466 4.764 1.235
44 H 3.155 4.899 3.152
45 H 4.089 3.530 2.551
46 H 3.412 3.483 4.179
47 H 2.138 1.514 3.849
48 H -5.075 2.607 -1.648
49 C -1.950 -2.404 -4.295
50 C -0.843 -2.290 -3.287
51 N -0.770 -2.989 -2.228
52 N -1.786 -3.855 -1.970
53 C -2.051 -4.279 -0.706
54 N -3.156 -5.113 -0.663
55 S -1.215 -3.866 0.657
56 C 0.301 -1.366 -3.545
57 C 0.073 -0.078 -4.023
58 C 1.167 0.718 -4.299
59 C 2.443 0.220 -4.066
60 C 2.563 -1.057 -3.542
61 N 1.518 -1.846 -3.303
62 H -2.885 -2.070 -3.853
63 H -2.054 -3.440 -4.636
64 H -1.739 -1.791 -5.168
65 H -2.505 -3.979 -2.669
66 H -3.882 -4.923 -1.341
67 H -3.505 -5.204 0.277
68 H -0.938 0.298 -4.102
69 H 1.027 1.730 -4.660
70 H 3.322 0.821 -4.261
71 H 3.531 -1.473 -3.289
72 C 1.921 -3.978 2.093
73 C 3.405 -3.948 1.706
74 C 3.942 -5.369 1.504
75 C 4.232 -3.215 2.767
76 C 3.524 -3.215 0.428
77 N 3.598 -2.641 -0.565
78 H 1.814 -4.414 3.089
79 H 1.365 -4.588 1.381
80 H 1.473 -2.980 2.096
81 H 3.845 -5.920 2.442
82 H 4.995 -5.358 1.214
83 H 3.371 -5.890 0.736
84 H 4.152 -3.757 3.712
85 H 3.851 -2.209 2.924
86 H 5.286 -3.166 2.481
87 N 3.747 4.443 -3.318
88 C 3.502 3.601 -2.573
89 C 3.218 2.549 -1.634
90 C 4.248 1.938 -0.923
91 C 3.938 0.910 -0.062
92 C 2.605 0.526 0.064
93 N 1.619 1.107 -0.615
94 C 1.917 2.090 -1.447
95 H 5.268 2.275 -1.057
96 H 4.702 0.401 0.508
97 H 2.308 -0.261 0.753
98 H 1.089 2.541 -1.984

Summary:
E, hartree: -4292.34827
HOMO-LUMO gap, eV: 4.38
Relative energy (zero: lowest compared OMol25 entry of this formula, charge and spin), kcal/mol: 16.8
Net charge: -2

---

Entry 3:
C39H36AuPS2Sb2Se4 as an isolated structure. Source: the OMol25 dataset; level of theory: wB97M-V/def2-TZVPD.

Positions of all 85 atoms, in Å:
1 Au 0.940 0.221 -1.538
2 C -0.721 -2.895 1.555
3 C -1.210 -2.433 2.934
4 C -1.622 -0.950 3.029
5 Sb -2.034 0.107 1.184
6 C -4.130 -0.199 0.853
7 C -4.935 -0.956 1.699
8 C -6.238 -1.266 1.343
9 C -6.750 -0.832 0.127
10 C -5.967 -0.056 -0.714
11 C -4.663 0.259 -0.350
12 C -2.262 2.046 2.071
13 C -1.158 2.630 2.696
14 C -1.234 3.911 3.229
15 C -2.414 4.632 3.126
16 C -3.515 4.066 2.497
17 C -3.440 2.783 1.972
18 Sb -2.451 -3.459 0.362
19 C -2.118 -5.573 0.439
20 C -2.772 -6.403 -0.473
21 C -2.692 -7.784 -0.363
22 C -1.977 -8.358 0.679
23 C -1.340 -7.546 1.605
24 C -1.412 -6.163 1.485
25 C -1.934 -3.131 -1.698
26 C -1.374 -4.095 -2.531
27 C -1.229 -3.859 -3.893
28 C -1.638 -2.653 -4.444
29 C -2.195 -1.679 -3.626
30 C -2.349 -1.925 -2.267
31 H -0.069 -3.765 1.625
32 H -0.153 -2.111 1.067
33 H -0.408 -2.589 3.661
34 H -2.038 -3.070 3.262
35 H -0.786 -0.358 3.409
36 H -2.454 -0.799 3.718
37 H -4.542 -1.316 2.643
38 H -6.852 -1.860 2.009
39 H -7.756 -1.103 -0.165
40 H -6.365 0.297 -1.657
41 H -4.059 0.869 -1.016
42 H -0.224 2.082 2.774
43 H -0.373 4.344 3.722
44 H -2.477 5.632 3.537
45 H -4.439 4.625 2.420
46 H -4.311 2.354 1.492
47 H -3.351 -5.970 -1.281
48 H -3.193 -8.412 -1.089
49 H -1.923 -9.435 0.772
50 H -0.784 -7.986 2.423
51 H -0.905 -5.547 2.219
52 H -1.037 -5.041 -2.123
53 H -0.789 -4.622 -4.522
54 H -1.528 -2.476 -5.507
55 H -2.529 -0.736 -4.044
56 H -2.843 -1.177 -1.653
57 Se -1.025 1.948 -1.695
58 Se -0.146 3.612 -0.526
59 Se 2.091 3.755 -1.298
60 Se 2.245 2.179 -2.822
61 S 5.316 -2.319 -0.886
62 P 3.618 -2.199 -1.843
63 S 2.073 -1.607 -0.605
64 C 3.682 -1.129 -3.317
65 C 2.539 -0.892 -4.079
66 C 2.612 -0.119 -5.227
67 C 3.832 0.417 -5.625
68 C 4.974 0.168 -4.878
69 C 4.902 -0.608 -3.726
70 C 3.132 -3.829 -2.494
71 C 2.793 -4.814 -1.566
72 C 2.475 -6.092 -1.988
73 C 2.506 -6.404 -3.343
74 C 2.857 -5.434 -4.268
75 C 3.168 -4.146 -3.846
76 H 1.594 -1.332 -3.784
77 H 1.718 0.064 -5.812
78 H 3.892 1.024 -6.519
79 H 5.926 0.577 -5.191
80 H 5.783 -0.806 -3.127
81 H 2.772 -4.566 -0.511
82 H 2.203 -6.848 -1.262
83 H 2.260 -7.405 -3.675
84 H 2.891 -5.677 -5.322
85 H 3.438 -3.395 -4.578

Summary:
E, hartree: -12867.38385
HOMO-LUMO gap (spin up / spin down), eV: 4.51 / 4.53
Relative energy (zero: lowest compared OMol25 entry of this formula, charge and spin), kcal/mol: 33.2

---

Entry 4:
C39H36BIrN7OPS as an isolated structure. Source: the OMol25 dataset; level of theory: wB97M-V/def2-TZVPD.

Positions of all 87 atoms, in Å:
1 Ir -0.212 0.268 -1.637
2 C -1.097 3.269 -4.489
3 C -1.129 2.794 -3.186
4 N -0.507 1.612 -3.124
5 N -0.090 1.303 -4.370
6 C -0.435 2.289 -5.206
7 B 0.521 -0.084 -4.656
8 N -0.533 -1.126 -4.141
9 C -1.100 -2.166 -4.760
10 C -1.912 -2.838 -3.862
11 C -1.784 -2.138 -2.672
12 N -0.956 -1.104 -2.861
13 N 1.778 -0.276 -3.803
14 C 3.023 -0.657 -4.122
15 C 3.729 -0.874 -2.955
16 C 2.820 -0.613 -1.933
17 N 1.654 -0.240 -2.459
18 H -1.501 4.194 -4.860
19 H -1.576 3.236 -2.309
20 H -0.190 2.226 -6.253
21 H 0.729 -0.240 -5.817
22 H -0.892 -2.356 -5.800
23 H -2.510 -3.713 -4.046
24 H -2.248 -2.313 -1.715
25 H 3.318 -0.754 -5.154
26 H 4.752 -1.190 -2.855
27 H 2.939 -0.704 -0.865
28 N -3.892 0.670 -2.732
29 C -4.267 1.489 -1.694
30 C -5.447 2.238 -1.802
31 C -5.835 3.104 -0.805
32 C -5.065 3.272 0.349
33 C -3.900 2.555 0.474
34 C -3.487 1.660 -0.533
35 P -1.959 0.802 -0.286
36 C -2.132 -0.748 0.625
37 C -3.219 -1.232 1.285
38 C -3.211 -2.491 1.964
39 C -2.060 -3.190 2.047
40 C -0.785 -2.650 1.517
41 C -0.920 -1.531 0.574
42 C -0.774 1.717 0.730
43 C -0.710 1.613 2.120
44 C 0.371 2.148 2.800
45 C 1.428 2.730 2.106
46 C 1.402 2.792 0.725
47 C 0.296 2.302 0.032
48 H -3.230 -0.073 -2.586
49 H -4.584 0.481 -3.437
50 H -6.057 2.127 -2.691
51 H -6.752 3.665 -0.923
52 H -5.374 3.959 1.123
53 H -3.278 2.692 1.350
54 H -4.131 -0.641 1.290
55 H -4.122 -2.852 2.417
56 H -2.007 -4.135 2.575
57 H -0.058 -3.396 1.197
58 H -0.336 -2.149 2.423
59 H -1.501 1.114 2.666
60 H 0.402 2.104 3.881
61 H 2.270 3.135 2.650
62 H 2.217 3.252 0.181
63 H 0.241 2.492 -1.039
64 O 0.053 -1.201 -0.157
65 S 3.341 -2.391 1.886
66 C 4.432 -1.067 2.366
67 C 4.344 0.190 1.780
68 C 5.247 1.184 2.133
69 C 6.228 0.928 3.081
70 C 6.308 -0.324 3.676
71 C 5.419 -1.324 3.313
72 C 2.085 -2.256 3.136
73 C 1.632 -3.429 3.734
74 C 0.625 -3.386 4.692
75 C 0.076 -2.171 5.077
76 C 0.545 -0.996 4.497
77 C 1.538 -1.034 3.525
78 H 3.569 0.397 1.051
79 H 5.195 2.156 1.657
80 H 6.935 1.701 3.349
81 H 7.073 -0.527 4.413
82 H 5.489 -2.308 3.757
83 H 2.086 -4.375 3.465
84 H 0.296 -4.305 5.162
85 H -0.687 -2.135 5.843
86 H 0.144 -0.043 4.819
87 H 1.905 -0.118 3.079

Summary:
E, hartree: -2834.65057
HOMO-LUMO gap, eV: 6.31
Relative energy (zero: lowest compared OMol25 entry of this formula, charge and spin), kcal/mol: 41.5
Net charge: +2